[1]
18
Properties=species:S:1:pos:R:3 method="wB97M-V/def2-TZVPD" e_above_lowest_kcal_mol=88.6 total_charge=+1 lumo_ev="-6.80 / -5.26" homo_energy_ev="-11.5 / -13.4" gap_ev="4.66 / 8.18" fmax_ev_per_a=3.33
P 0.58 -0.41 0.74
P -1.01 0.12 -1.76
N 1.88 0.70 0.92
N 0.29 -0.15 -0.88
C 1.71 -1.95 0.76
C -0.27 -0.12 -3.44
C -3.23 1.84 2.52
H -0.67 -1.15 -3.77
H 1.32 -2.73 1.40
H -0.66 0.56 -4.17
H 2.57 0.22 1.47
H 2.69 -1.66 1.18
H 0.86 -0.03 -3.29
H -3.22 1.97 3.54
H 1.88 1.71 1.02
H -2.56 1.04 2.17
H 1.89 -2.25 -0.28
H -4.03 2.28 1.85

---

[2]
89
Properties=species:S:1:pos:R:3 method="wB97M-V/def2-TZVPD" lumo_ev=-0.27 homo_energy_ev=-7.8 gap_ev=7.54 fmax_ev_per_a=0.89
Zn -0.23 -0.66 0.82
S -3.21 -5.50 2.73
S 1.92 0.48 1.31
O -0.88 5.70 -1.34
O -2.00 -6.23 3.12
O 3.00 4.71 -2.11
O 0.20 -0.37 -1.19
O -2.86 -4.39 1.81
O -3.58 -4.56 4.26
N 4.10 0.29 -0.20
N -6.62 -2.67 1.48
N -2.18 -1.73 -0.04
N -0.66 -0.12 2.98
N -0.36 -3.70 1.50
N 0.88 4.29 -1.43
N -1.46 1.32 0.41
N 0.39 -2.63 1.18
N 2.22 0.76 -1.38
C 1.71 5.29 -2.06
C 0.88 2.49 -4.93
C 5.16 1.79 -1.88
C -3.30 -1.93 0.65
C 0.99 0.44 -1.75
C -3.53 -2.20 4.00
C 5.31 1.37 1.70
C 1.37 1.80 -3.83
C -1.25 3.48 -0.60
C -0.76 -2.29 4.09
C -1.41 -1.14 3.66
C 4.86 0.08 1.03
C -1.50 -3.41 4.43
C -3.42 2.55 -0.21
C -4.47 -2.42 0.08
C -0.72 2.34 -0.02
C 0.39 -4.75 1.84
C 1.65 -3.03 1.32
C -2.79 1.43 0.32
C -3.29 -2.59 -1.98
C -5.65 -2.57 0.88
C -2.89 -3.41 4.27
C -0.49 2.51 -5.18
C -0.87 1.14 -3.25
C -1.36 1.84 -4.34
C 1.71 -4.36 1.73
C -4.47 -2.76 -1.27
C 4.85 0.37 -1.46
C -0.41 4.59 -1.15
C -2.63 3.59 -0.68
C -2.79 -1.07 3.71
C 2.77 0.47 -0.19
C -2.18 -2.07 -1.34
C 0.50 1.13 -2.99
H -5.36 -3.15 -1.74
H 0.32 -2.34 4.09
H -3.29 -0.15 3.43
H -3.37 0.59 0.67
H 4.24 -0.49 1.72
H 1.69 6.20 -1.47
H -3.23 -2.85 -3.03
H -2.42 1.86 -4.54
H 4.27 -0.14 -2.23
H 4.24 2.37 -1.99
H -1.25 -1.92 -1.86
H 1.21 3.34 -1.47
H 0.25 0.02 3.40
H -3.28 -1.71 1.71
H 1.34 5.51 -3.07
H -4.50 2.59 -0.25
H 1.56 3.01 -5.59
H -4.61 -2.20 3.95
H 3.60 5.34 -2.52
H -0.87 3.06 -6.04
H 5.77 -0.20 -1.31
H -1.01 -4.34 4.70
H 2.43 1.79 -3.62
H 5.72 -0.54 0.77
H -3.06 4.49 -1.11
H 5.80 2.30 -1.16
H -1.39 -3.69 1.57
H 0.35 2.22 0.11
H 4.45 2.00 1.92
H -1.54 0.61 -2.58
H -1.15 0.77 3.00
H -0.09 -5.66 2.16
H 2.59 -4.95 1.92
H 2.45 -2.33 1.11
H 6.00 1.93 1.06
H 5.68 1.78 -2.84
H 5.83 1.15 2.63